14
Properties=species:S:1:pos:R:3:forces:R:3 method="wB97M-V/def2-TZVPD" energy_ha=-1044.70639
C -2.900 0.538 0.133 0.080 -0.064 0.019
C -0.625 0.294 -0.354 0.534 0.702 3.300
C 2.163 -0.263 0.018 -2.861 1.286 -0.919
H -3.832 -0.096 -0.534 2.262 2.467 2.730
H -2.857 0.712 1.406 -1.512 0.085 -3.775
H -2.496 1.477 -0.473 -1.868 -1.345 1.456
H -0.698 0.693 -1.360 0.099 0.493 0.036
H -0.235 1.008 0.539 -1.082 -0.732 -2.476
H 3.151 -2.370 0.732 -1.312 4.633 -2.985
H 3.920 -0.728 0.165 0.076 -1.051 -0.282
N 3.043 -1.247 -0.011 3.966 -3.774 3.422
O -1.817 -0.354 0.039 0.649 -0.480 -0.829
S 0.514 -1.044 -0.230 2.112 -0.006 0.059
S 2.668 1.381 -0.070 -1.142 -2.215 0.246